(1)
This record from the OMol25 dataset describes a structure of composition C50H57ClCsN2O6P. The level of theory is the ωB97M-V functional and the def2-TZVPD basis.

The geometry in XYZ format:
```
118
Properties=species:S:1:pos:R:3:forces:R:3:lowdin_charge:R:1
H 11.66589 11.03656 10.86094 0.339 -0.582 0.268 0.0513
C 17.45919 8.44240 16.57336 -0.188 -2.256 1.199 -0.6444
C 10.04549 13.18078 9.75018 -0.302 0.777 0.437 -0.1998
C 16.34899 10.57540 15.01454 1.728 -1.303 1.185 -0.4123
H 18.16344 11.58649 15.69736 -0.242 0.327 0.165 0.0997
H 13.54797 10.72486 7.70809 0.077 -0.181 -0.151 0.0512
H 15.17127 10.00026 10.63275 -0.313 0.431 -1.056 0.1064
C 14.66362 20.05254 12.38189 1.007 0.974 -1.031 -0.0368
H 9.44864 11.06613 10.16419 0.005 -0.670 0.299 0.1173
H 9.00485 9.45210 12.79666 -0.076 -0.036 -0.557 0.0773
H 14.13138 7.86862 14.88504 0.084 1.267 -0.775 0.1280
C 8.80234 13.34269 7.71857 -0.481 -0.640 -1.497 -0.0972
H 12.07088 10.30010 8.58395 -0.006 0.481 -0.217 0.0720
C 9.59624 13.36739 15.57142 0.341 0.184 -0.652 -0.3547
C 16.24958 8.20114 15.97404 1.837 0.723 -0.772 -0.1150
C 9.99833 13.21289 7.00966 0.846 -0.146 -0.405 -0.0724
H 8.83657 14.11172 15.72446 -0.251 0.883 0.112 0.1297
H 12.73630 15.05985 7.42418 0.335 0.213 0.513 0.0728
C 17.56607 10.69181 15.80996 0.660 -0.529 0.304 -0.0020
O 12.15719 16.26316 14.10650 -0.617 -0.872 0.395 -0.0808
C 8.98614 10.90606 11.14987 0.360 0.704 0.629 -0.3622
H 13.39058 9.30098 8.80674 0.742 0.303 0.175 0.0811
H 19.00992 9.78881 17.15526 0.214 0.057 -0.091 0.0937
O 15.93787 11.51890 14.31954 -0.575 0.260 -0.359 -0.1693
C 13.58511 15.23000 8.11521 -0.141 -0.427 -1.344 -0.1041
H 8.98079 17.42379 10.76604 -0.173 -1.342 0.401 0.1132
C 10.23518 14.43026 11.89193 -0.620 -0.874 1.873 -0.1388
C 14.69750 13.07996 7.48828 -0.892 0.954 -0.536 -0.0722
H 10.88296 16.30723 12.24730 -0.937 0.018 -0.912 0.1351
P 13.01410 13.10310 9.94104 -0.566 -0.140 -0.900 1.1997
Cl 18.22283 6.98498 17.35185 -0.120 0.817 -0.041 0.5023
C 9.22624 12.18399 13.33431 0.453 -1.202 -0.806 0.0041
H 12.16382 18.98390 14.11594 -0.025 -0.582 0.595 0.1175
H 11.24321 14.78622 15.70258 0.041 -0.574 0.303 0.0670
H 11.45034 17.22270 10.18595 -0.337 -0.659 -0.017 0.1099
H 9.45008 8.87126 11.15909 0.214 -0.619 0.196 0.0729
H 16.32299 14.86070 13.32827 0.126 -0.252 0.019 0.0941
C 18.13857 15.65240 10.58152 -0.179 -0.538 1.048 -0.0528
C 16.98835 14.63763 12.49502 -0.247 1.805 -0.542 -0.0395
C 13.13783 18.93921 13.65423 -1.700 -0.138 -0.011 0.0276
C 14.19308 13.92374 8.68328 -0.774 1.367 -0.841 -0.6617
H 14.98693 20.95941 11.87385 0.195 -0.180 0.068 0.1030
O 11.93814 21.62850 14.20653 0.104 -0.625 0.323 -0.0542
N 14.98972 17.72565 12.75066 -0.749 -1.250 0.601 0.0978
H 7.14887 11.30889 10.08599 -0.483 0.763 -0.432 0.0445
C 8.80232 13.31078 9.08840 0.436 0.186 0.026 -0.0509
H 12.95564 11.03827 12.04192 0.268 -0.399 -0.287 -0.0118
H 13.31265 15.94536 8.85884 -0.303 0.193 0.522 0.0419
C 17.35618 15.76679 11.70787 -0.533 -1.412 0.608 -0.0491
O 13.17358 22.38395 12.48756 -0.045 -0.495 0.564 -0.0997
C 13.16491 10.36381 8.65354 -1.050 0.519 0.540 -0.0794
O 14.26212 15.66802 14.52273 2.052 -1.717 1.063 -0.1987
C 11.25252 13.14279 7.66452 -3.228 0.427 0.588 -0.0944
H 12.67416 9.59189 11.03782 0.204 -0.995 0.076 0.0748
C 9.02261 12.15498 16.26161 2.761 -1.673 -0.916 -0.0850
C 15.79921 9.22795 15.13468 -2.183 0.234 -0.188 -0.1424
C 13.52807 11.27172 9.88163 -0.449 -1.782 0.547 -0.6526
H 14.33985 15.75717 7.51912 0.209 -0.282 -0.049 0.0896
H 15.59903 13.51696 7.01522 -0.305 -0.109 0.463 0.0955
C 8.97847 16.35064 11.13643 0.689 1.236 -0.616 -0.0268
C 12.80216 21.50890 13.32534 0.038 0.936 -1.365 -0.6872
H 9.96150 13.13539 5.90822 0.062 0.185 0.657 0.1009
C 13.39784 16.39922 14.10236 -1.520 3.749 -1.770 -0.7300
C 7.47376 10.71286 10.90449 1.028 -0.485 0.985 -0.0475
Cs 13.44861 13.15598 13.80366 0.034 -0.269 -0.124 1.1058
H 14.97864 15.15282 10.28221 -0.011 -0.424 0.145 0.0897
H 8.43188 15.67619 10.51456 -0.296 -0.175 -1.251 0.0550
H 7.83060 13.42692 9.59654 0.873 -0.201 0.142 0.1270
C 14.52076 8.91722 14.51455 0.488 -0.999 0.739 -0.2629
C 9.57174 9.67745 11.87370 -0.195 0.040 0.267 -0.0692
H 11.04211 15.73142 9.26852 0.291 0.263 0.744 0.0881
H 9.03944 12.23090 17.34158 0.305 -0.187 0.142 0.0800
H 13.90802 13.09481 6.69046 0.797 -0.285 0.575 0.0767
C 18.60437 14.39487 10.25011 -0.432 -2.092 1.946 -0.2596
C 13.82370 17.75771 13.42938 0.888 -0.841 0.909 -0.1551
C 19.48428 14.12328 9.20096 0.739 -0.400 -1.569 -0.2255
H 8.96767 11.24971 13.88462 -0.114 0.954 -0.668 0.1082
C 10.04934 14.43224 13.28849 0.262 -1.699 -0.429 -0.0034
C 10.89428 13.86630 16.22163 -0.216 0.712 -0.984 -0.0781
H 11.67168 13.11511 16.19221 0.240 -0.325 -0.087 0.0357
C 11.33707 16.11270 10.27857 0.697 1.095 -2.100 -0.0887
H 14.88156 12.07187 7.78883 0.367 -0.484 -0.117 0.0232
H 18.38999 16.52399 10.03791 0.288 0.612 -0.688 0.1081
C 13.51482 20.15026 13.11108 0.479 -0.286 0.564 -0.1276
H 18.57898 12.22892 10.70216 0.057 0.727 0.303 0.1209
C 18.10830 9.65992 16.57994 -0.775 1.012 -1.065 -0.1243
H 15.72980 13.55064 9.99502 1.046 -0.475 0.958 0.0338
H 7.35301 9.68340 10.59368 -0.366 -0.406 0.051 0.0661
H 12.36223 15.81234 10.50940 -0.280 -0.420 0.140 0.0531
H 16.21553 18.89958 11.56337 0.352 -0.364 0.130 0.0890
C 9.33408 12.17714 11.92848 0.741 -0.691 -0.231 -0.1290
H 8.44401 16.23165 12.03798 -0.602 0.526 1.380 0.0630
C 14.98828 11.03992 10.25261 1.637 0.134 0.549 -0.1055
C 10.38062 15.81434 11.35592 1.086 0.775 1.944 -0.3882
C 15.36264 18.85224 12.23473 -0.128 2.113 -0.987 -0.1805
H 10.29564 15.32558 13.80717 0.069 0.545 0.450 0.0914
C 18.27220 13.23191 11.04498 -0.774 1.278 -0.733 -0.0089
H 10.61956 9.74642 12.22541 -0.558 0.182 -0.578 0.0737
C 12.69232 10.65267 11.05459 -1.035 2.476 -0.792 -0.1455
O 13.92190 9.61988 13.74026 -0.922 -0.076 -0.383 -0.0098
C 9.69269 13.27075 14.01228 -0.395 1.481 1.441 -0.1685
H 15.84431 7.18503 15.94657 -0.154 0.561 0.109 0.1011
C 17.39170 13.37924 12.13647 1.817 -1.214 -0.363 -0.0856
C 15.32990 14.41913 9.54732 -0.349 0.511 -0.207 -0.1327
H 15.74576 11.36603 9.49514 -0.659 -0.721 0.312 0.0829
C 9.98232 13.21753 11.23416 -1.181 0.266 0.308 -0.1157
H 8.07192 11.95982 15.95313 -3.167 0.021 -0.661 0.0320
H 6.91305 10.90536 11.83370 0.010 -0.058 -0.460 0.0902
C 11.26859 13.18630 9.06274 1.264 -1.149 -0.146 -0.2385
H 15.34749 11.54719 11.15576 -0.574 0.600 0.064 0.0608
H 10.75466 14.11394 17.25943 -0.240 0.096 0.522 0.0705
H 16.90847 16.68844 11.98203 -0.186 0.743 0.269 0.0589
H 9.48133 11.19618 15.83215 0.245 1.063 1.301 0.1027
H 16.08116 14.95611 8.97025 0.095 -0.261 -0.282 0.0905
H 17.21842 12.48110 12.73995 -0.481 0.498 -0.099 0.0890
H 7.84626 13.33630 7.13947 0.858 0.257 0.621 0.1123
H 12.12441 13.14729 7.09564 1.126 -0.297 -0.697 0.0447
N 20.15134 13.75608 8.33537 0.097 0.254 0.067 0.1329
```
Forces are in eV/Å.

- energy above the lowest of the compared OMol25 structures with the same formula, charge and spin (eV) = 2.178
- orbital gap (eV) = 6.2
- lowest unoccupied orbital energy (eV) = 3.1
- E_tot (a.u.) = -3322.1942
- total charge = -2

---

(2)
This record from the OMol25 dataset describes the ion C4H12N3 with charge +1. The level of theory is the ωB97M-V functional and the def2-TZVPD basis.

The geometry in XYZ format:
```
19
Properties=species:S:1:pos:R:3:forces:R:3:lowdin_charge:R:1
H -2.06249 0.50777 -1.31887 -0.408 0.205 0.479 0.1239
N 2.51334 -1.34392 0.27336 0.997 -3.044 -2.840 0.0182
C -0.41338 0.20409 0.11294 1.271 2.114 0.097 -0.3426
C -0.08079 1.68534 0.49803 -3.261 -1.086 2.872 -0.0347
H 2.21616 0.56708 0.01660 0.728 -1.602 -0.962 0.1495
H 0.41699 -0.97980 -1.52115 0.061 0.724 0.753 0.1789
H 0.30706 2.20751 -0.28303 1.302 1.651 -2.297 0.0312
C -1.82378 0.06812 -0.34784 0.321 -1.486 -0.360 -0.1461
H -2.41630 -1.31372 1.16082 1.457 -1.014 2.186 0.0423
N 0.64337 -0.12688 -0.95521 -1.430 -2.280 -0.223 0.0725
N 2.22004 -0.35483 -0.53520 -0.620 3.998 1.610 -0.0228
H 2.78351 -2.17303 -0.29128 -0.149 0.816 0.852 0.1360
H -0.33849 -0.28526 1.06688 0.680 -1.280 -0.113 0.1302
H -3.69609 -0.88323 0.14915 0.331 0.425 -0.629 0.0857
H 2.34213 -1.59200 1.21233 -0.880 0.893 1.350 0.1059
H 0.55318 1.82848 1.43473 -1.039 -0.261 -1.227 0.1140
H 0.63781 0.64595 -1.63009 0.326 -0.162 0.204 0.1584
C -2.63028 -0.73356 0.34666 -1.880 1.299 -2.260 0.0712
H -1.17199 2.07186 0.61116 2.194 0.091 0.510 0.1281
```
Forces are in eV/Å.

- energy above the lowest of the compared OMol25 structures with the same formula, charge and spin (eV) = 5.169
- SMILES = C=C[C@H](C)[NH2+]NN
- orbital gap (eV) = 11.1
- lowest unoccupied orbital energy (eV) = -2.9
- E_tot (a.u.) = -323.4883
- total charge = +1

---

(3)
This record from the OMol25 dataset describes the ion C2H3N4O with charge +1. The level of theory is the ωB97M-V functional and the def2-TZVPD basis.

The geometry in XYZ format:
```
10
Properties=species:S:1:pos:R:3:forces:R:3:lowdin_charge:R:1
N -0.01024 -0.14441 -0.00836 1.945 0.117 -1.233 0.0767
N -1.09250 -0.02793 0.37195 -2.764 -0.370 2.848 0.1427
N 1.06019 -0.59914 -0.15231 -1.955 -0.734 0.491 0.1350
C 2.34160 -0.01747 0.00498 0.180 0.730 3.727 -0.0017
O -4.53068 0.23830 -0.04617 0.010 0.477 0.688 0.3083
C -3.39275 0.26459 0.04691 -0.259 -0.819 -0.527 -0.1762
H 2.86403 -0.93332 0.34503 0.532 1.114 0.241 0.1223
N -2.20724 0.15255 -0.27516 0.709 0.766 -1.611 0.1607
H 2.57031 0.10481 -0.97299 1.735 1.056 -3.048 0.0627
H 2.39727 0.96201 0.68612 -0.132 -2.338 -1.575 0.1693
```
Forces are in eV/Å.

- energy above the lowest of the compared OMol25 structures with the same formula, charge and spin (eV) = 5.398
- SMILES = C/N=N/N=[N+]=C=O
- orbital gap (eV) = 9.7
- lowest unoccupied orbital energy (eV) = -5.7
- E_tot (a.u.) = -371.8057
- total charge = +1

---

In the order shown, the computed HOMO energy values come out to -0.114, -0.516, -0.568 hartree.